No. 1
The following is a quantum chemistry calculation of a 5-piece molecular cluster, C4H18O5S overall, from the OMol25 dataset.

Last column: Löwdin charge in e.
Positions of all 28 atoms, in Å:
C: -1.256 0.787 1.997  -0.23
O: -2.128 -0.160 1.356  -0.13
C: 0.110 1.301 1.419  -0.17
C: 0.839 0.177 0.615  -0.28
C: 2.339 0.433 0.442  -0.48
S: 2.952 1.819 -0.794  0.60
H: -2.025 1.579 2.206  0.12
H: -1.043 0.280 2.984  0.13
H: -2.216 -0.164 0.381  0.09
H: 0.634 1.588 2.332  0.11
H: -0.153 2.125 0.720  0.09
H: 0.353 0.026 -0.508  0.12
H: 0.730 -0.846 1.054  0.10
H: 2.761 0.752 1.418  0.07
H: 2.755 -0.444 -0.037  0.04
H: 2.377 2.962 -0.261  -0.15
H: -0.641 1.715 -2.140  0.05
H: -1.884 2.049 -1.073  -0.04
O: -1.165 2.288 -1.544  -0.03
H: 0.487 -3.145 -2.005  0.05
H: 0.918 -2.420 -0.753  0.00
O: 1.049 -2.435 -1.695  -0.04
H: -0.822 -3.227 0.109  0.01
H: -1.833 -1.979 0.621  0.10
O: -1.000 -2.330 0.134  -0.07
H: -0.498 -1.017 -3.059  0.06
H: -0.551 -0.979 -1.589  -0.06
O: -1.088 -0.735 -2.330  -0.07

The value obtained for the LUMO energy is 0.00724 hartree. For the gap between HOMO and LUMO, the calculation gives 9.177 eV.

---

No. 2
The following is a quantum chemistry calculation of a 5-piece molecular cluster, C4H18O5S2 overall, from the OMol25 dataset.

Last column: Löwdin charge in e.
Positions of all 29 atoms, in Å:
C: -1.246 1.932 -0.654  -0.27
C: 0.153 1.630 -0.147  -0.24
O: 1.099 2.117 -1.158  -0.11
C: -2.281 1.392 0.362  -0.52
S: -3.146 -0.196 -0.014  0.50
S: -2.332 -0.878 -1.794  0.46
C: -0.974 -1.879 -1.179  -0.49
H: -1.282 3.007 -0.843  0.12
H: -1.548 1.563 -1.639  0.06
H: 0.395 2.393 0.588  0.13
H: 0.392 0.607 0.086  0.08
H: 0.946 1.617 -1.966  0.07
H: -3.006 2.202 0.317  0.06
H: -1.841 1.373 1.356  0.07
H: -0.089 -1.299 -0.959  -0.01
H: -1.252 -2.514 -0.327  0.04
H: -0.763 -2.775 -1.781  0.04
H: 2.685 0.284 -0.196  0.04
H: 2.176 -0.359 -1.556  0.07
O: 2.083 -0.342 -0.601  -0.06
H: 1.987 -1.287 3.022  0.00
H: 0.864 -2.245 3.339  0.02
O: 1.566 -1.744 3.757  -0.07
H: 4.736 2.404 0.271  0.04
H: 3.414 1.888 0.829  0.01
O: 4.350 1.967 1.035  -0.04
H: 2.772 -2.160 0.541  0.01
H: 3.400 -3.144 1.576  0.05
O: 3.196 -2.222 1.405  -0.06

The value obtained for the LUMO energy is 0.00066 hartree. For the gap between HOMO and LUMO, the calculation gives 9.215 eV.

---

No. 3
The following is a quantum chemistry calculation of a 4-piece molecular cluster, C4H19BO5 overall, from the OMol25 dataset.

Last column: Löwdin spin population.
Positions of all 29 atoms, in Å:
O: 1.077 -0.263 1.134  0.00
H: 0.700 0.454 1.648  0.01
H: 1.572 0.106 0.399  0.00
H: 0.337 -0.835 0.919  0.00
B: 0.109 2.249 2.024  0.48
H: -0.762 2.886 2.028  0.23
H: 0.931 2.826 2.418  0.14
H: -0.214 1.472 2.699  0.09
H: 0.372 1.936 1.026  0.05
C: 0.895 0.418 -2.461  0.00
C: 2.324 0.925 -1.971  0.00
O: 2.784 0.352 -0.762  0.00
O: -0.178 0.723 -1.671  0.00
H: 0.938 -0.641 -2.717  0.00
H: 0.842 0.912 -3.431  0.00
H: 2.198 2.001 -1.855  0.00
H: 3.158 1.093 -2.652  0.00
H: 3.738 0.395 -0.668  0.00
H: -0.418 1.649 -1.751  0.00
C: -2.322 -2.389 1.209  0.00
C: -2.026 -1.791 -0.222  0.00
O: -0.551 -1.813 -0.369  0.00
O: -2.042 -1.425 2.242  0.00
H: -1.917 -3.377 1.428  0.00
H: -3.389 -2.602 1.148  0.00
H: -2.573 -0.861 -0.376  0.00
H: -2.479 -2.256 -1.098  0.00
H: -0.237 -1.074 -0.894  0.00
H: -2.867 -1.065 2.576  0.00

The value obtained for the LUMO energy (alpha / beta) is -0.09647 / -0.32688 hartree. Its spin multiplicity is 2. As for the charge: +1. For the gap between HOMO and LUMO (alpha / beta), the calculation gives 11.154 / 4.883 eV.

---

No. 4
The following is a quantum chemistry calculation of C4H19MgNO5 as an isolated structure, from the OMol25 dataset.

Last column: Löwdin charge in e.
Positions of all 30 atoms, in Å:
Mg: -0.476 1.896 -0.610  1.54
O: 1.126 3.316 2.304  -0.06
H: 0.799 3.453 3.193  0.05
H: 2.079 3.334 2.392  0.05
O: -1.529 0.341 -4.009  -0.06
H: -0.956 0.025 -4.708  0.04
H: -2.413 0.138 -4.314  0.05
O: -3.503 4.227 -0.484  -0.06
H: -3.571 5.168 -0.650  0.05
H: -4.046 4.081 0.290  0.04
O: 1.890 3.860 -2.907  -0.06
H: 2.427 4.564 -2.544  0.04
H: 2.000 3.938 -3.855  0.05
C: -1.083 -3.214 2.288  -0.01
C: -0.265 -2.071 1.589  -0.40
C: 0.888 -2.502 0.722  -0.22
O: 1.425 -1.390 0.114  -0.20
C: 2.611 -1.624 -0.563  -0.12
N: -1.312 -1.298 0.946  0.09
H: -1.015 -4.091 1.644  0.09
H: -2.114 -2.990 2.562  0.09
H: -0.472 -3.472 3.153  0.10
H: 0.219 -1.464 2.355  0.14
H: 0.605 -3.204 -0.062  0.15
H: 1.557 -2.949 1.458  0.15
H: 2.468 -2.202 -1.477  0.09
H: 3.372 -2.213 -0.051  0.10
H: 3.107 -0.744 -0.974  0.09
H: -1.900 -0.926 1.678  0.09
H: -1.918 -1.984 0.521  0.10

The value obtained for the LUMO energy is -0.42292 hartree. As for the charge: +2. For the gap between HOMO and LUMO, the calculation gives 4.271 eV.

---

No. 5
The following is a quantum chemistry calculation of a 4-piece molecular cluster, C4H19N2O3 overall, from the OMol25 dataset.

Last column: Löwdin charge in e.
Positions of all 28 atoms, in Å:
C: 0.547 -0.772 0.957  -0.15
C: -0.735 -1.604 0.644  -0.16
C: -0.683 -1.755 -0.880  -0.26
C: -0.437 -0.464 -2.944  -0.11
N: -0.914 -0.492 -1.560  -0.13
N: 0.268 0.694 0.950  0.17
H: 1.325 -0.987 0.237  0.13
H: 0.991 -0.989 1.935  0.12
H: -0.753 -2.558 1.163  0.12
H: -1.610 -1.037 0.921  0.09
H: -1.432 -2.505 -1.210  0.12
H: 0.199 -2.269 -1.278  0.12
H: -0.039 0.519 -3.233  0.07
H: -1.204 -0.763 -3.657  0.08
H: 0.418 -1.106 -3.123  0.08
H: -1.845 -0.116 -1.476  0.12
H: -0.223 0.992 0.102  0.11
H: -0.215 1.109 1.748  0.17
H: 1.203 1.132 1.023  0.10
H: 3.653 1.898 1.157  0.07
H: 2.655 3.036 0.741  0.06
O: 2.793 2.087 0.769  -0.03
H: 0.736 3.774 -0.958  0.05
H: -0.434 3.065 -1.607  0.06
O: 0.351 2.892 -1.064  -0.06
H: -2.046 -0.855 3.951  0.06
H: -1.085 -1.869 3.505  0.06
O: -1.488 -1.055 3.188  -0.05

The value obtained for the LUMO energy is -0.09910 hartree. As for the charge: +1. For the gap between HOMO and LUMO, the calculation gives 9.275 eV.

---

No. 6
The following is a quantum chemistry calculation of C4H19N8O7Y as an isolated structure, from the OMol25 dataset.

Last column: Löwdin charge in e.
Positions of all 39 atoms, in Å:
Y: 0.669 -0.402 -0.846  1.87
O: 1.596 -2.309 -4.015  -0.46
H: 1.364 -3.224 -4.266  -0.10
O: 2.961 -3.010 0.890  -0.51
H: 3.134 -3.971 0.913  -0.12
O: -1.584 2.700 -1.552  -0.55
H: -1.662 3.609 -1.902  -0.13
C: 3.380 3.469 -4.221  -0.77
O: 3.310 2.903 -3.166  0.02
N: 2.389 4.012 -4.950  0.16
N: 4.572 3.667 -4.744  0.15
H: 2.561 4.463 -5.837  0.10
H: 1.473 3.934 -4.532  0.12
H: 5.434 3.301 -4.366  0.12
H: 4.557 4.235 -5.578  0.10
C: -4.572 -3.350 -2.162  -0.80
O: -3.469 -2.881 -1.913  0.00
N: -5.285 -3.938 -1.265  0.17
N: -5.115 -3.292 -3.354  0.16
H: -4.908 -3.761 -0.345  0.13
H: -6.257 -4.029 -1.524  0.11
H: -4.470 -2.879 -4.013  0.12
H: -6.032 -3.620 -3.623  0.11
C: 2.822 3.443 4.079  -0.68
O: 2.545 2.571 3.200  -0.03
N: 2.115 4.551 4.178  0.14
N: 3.882 3.476 4.938  0.14
H: 1.273 4.659 3.629  0.12
H: 2.420 5.231 4.859  0.10
H: 4.041 4.165 5.659  0.10
H: 4.686 2.914 4.695  0.11
C: -2.061 -2.943 3.604  -0.85
O: -1.678 -2.002 2.981  0.03
N: -3.302 -3.080 3.907  0.16
N: -1.313 -3.916 4.006  0.18
H: -3.764 -2.184 3.862  0.13
H: -3.582 -3.886 4.448  0.11
H: -0.324 -3.986 3.816  0.13
H: -1.806 -4.641 4.509  0.11

The value obtained for the LUMO energy is -0.12380 hartree. For the gap between HOMO and LUMO, the calculation gives 4.015 eV.

---

No. 7
The following is a quantum chemistry calculation of a 5-piece molecular cluster, C4H19NO4 overall, from the OMol25 dataset.

Last column: Löwdin charge in e.
Positions of all 28 atoms, in Å:
C: -1.330 -1.947 2.411  -0.08
N: -0.125 -1.317 3.014  -0.10
C: -0.760 0.880 2.117  -0.06
C: 0.385 -0.189 2.271  -0.44
C: 1.334 -0.539 1.111  -0.08
H: -1.168 -2.880 2.655  0.01
H: -1.214 -1.998 1.230  0.14
H: -2.158 -1.452 2.692  0.03
H: -0.266 -1.053 3.939  0.07
H: -0.878 1.345 1.040  0.10
H: -0.725 1.582 2.827  0.01
H: -1.836 0.602 1.987  0.07
H: 1.135 0.340 2.959  0.14
H: 0.961 -0.057 0.069  0.10
H: 1.581 -1.595 0.878  0.08
H: 2.337 -0.350 1.255  0.02
H: 2.693 1.690 -1.717  0.12
H: 2.182 1.896 -3.179  0.07
O: 2.653 1.233 -2.636  -0.07
H: -1.768 -0.757 -1.955  -0.02
H: -1.161 0.404 -2.401  0.00
O: -2.071 0.075 -2.200  -0.07
H: 1.689 -0.041 -2.500  0.02
H: 0.875 -1.217 -2.635  -0.02
O: 0.830 -0.456 -2.184  -0.06
H: -0.972 2.639 -3.325  0.05
H: -1.529 1.345 -3.976  0.06
O: -0.694 1.817 -3.746  -0.08

The value obtained for the LUMO energy is 0.01341 hartree. For the gap between HOMO and LUMO, the calculation gives 8.745 eV.

---

No. 8
The following is a quantum chemistry calculation of a 7-piece molecular cluster, C4H19NO8S overall, from the OMol25 dataset.

Last column: Löwdin charge in e.
Positions of all 33 atoms, in Å:
C: -0.260 0.655 0.875  -0.20
N: -0.316 -0.601 0.123  0.07
C: 0.782 -1.433 -0.084  -0.70
O: 1.879 -1.066 0.432  -0.08
O: 0.479 -2.393 -0.862  -0.08
C: -0.502 1.848 -0.073  -0.29
C: -1.789 1.873 -0.863  -0.77
S: -3.274 2.459 0.003  0.16
H: 0.701 0.692 1.368  0.07
H: -0.992 0.682 1.694  0.10
H: -1.257 -0.827 -0.150  0.10
H: -0.441 2.661 0.635  0.08
H: 0.392 2.031 -0.684  0.10
H: -2.071 0.956 -1.369  0.02
H: -1.646 2.630 -1.652  0.03
H: 3.951 -0.093 -0.839  0.06
H: 2.490 -0.158 -1.120  0.04
O: 3.283 0.399 -1.329  -0.07
H: -0.162 0.423 -2.665  0.01
H: 0.481 -0.928 -2.509  0.00
O: 0.344 -0.230 -3.165  -0.07
H: 2.173 -1.114 2.184  0.00
H: 2.358 0.118 3.094  0.01
O: 2.581 -0.816 3.029  -0.10
H: 2.530 1.721 0.937  -0.01
H: 3.222 1.665 -0.371  -0.01
O: 3.202 2.237 0.469  -0.13
H: -3.383 -0.529 1.555  0.02
H: -3.727 0.048 0.139  -0.07
O: -3.567 -0.774 0.643  -0.13
H: -1.355 -3.891 0.816  0.01
H: -0.016 -3.708 0.084  -0.01
O: -0.519 -4.337 0.667  -0.12

The value obtained for the LUMO energy is 0.20068 hartree. As for the charge: -2. For the gap between HOMO and LUMO, the calculation gives 6.400 eV.

---

It is found that the energy above the lowest of the compared OMol25 structures with the same formula, charge and spin values, taken in the order of the records, are 14.84, 0.00, 9.99, 178.54, 9.60, 455.40, 73.73, 0.00 kcal per mole.
It is found that the electronic energy values, taken in the order of the records, are -937.4990, -1335.7220, -564.2979, -794.1237, -498.7954, -1166.4750, -519.3836, -1218.7704 a.u..